Version 1
C4H11NOP as an isolated structure, computed with ωB97M-V/def2-TZVPD.

XYZ file:
```
18
Properties=species:S:1:pos:R:3:lowdin_charge:R:1
C 1.87 -0.66 -0.45 -0.1268
C 1.54 0.67 0.26 -0.1151
C 0.63 -1.25 0.25 -0.1049
C -0.89 0.65 -0.41 -0.3306
N 0.20 0.16 0.63 -0.0693
O -1.29 1.97 -0.20 -0.0545
P -2.71 -0.84 -0.05 0.8514
H 1.74 -0.67 -1.57 0.1287
H 2.86 -1.13 -0.30 0.1267
H 2.27 0.68 1.15 0.1610
H 1.81 1.53 -0.38 0.1455
H 0.00 -1.76 -0.36 0.0557
H 0.80 -1.85 1.15 0.1452
H -0.41 0.50 -1.42 0.1459
H 0.07 0.31 1.66 0.2020
H -1.75 2.02 0.71 0.1523
H -3.24 -0.37 -1.27 -0.1270
H -3.49 0.05 0.60 -0.1863
```

Values from the calculation:
- Total charge: +1
- Orbital gap: 9.78 eV
- LUMO energy: -3.8 eV

Version 2
A 2-piece molecular cluster, C4H11NOP overall, computed with ωB97M-V/def2-TZVPD.

XYZ file:
```
18
Properties=species:S:1:pos:R:3:lowdin_charge:R:1
C -1.84 0.53 -0.35 -0.4415
C 0.15 0.18 -0.78 -0.0408
C 2.33 0.57 0.41 0.0431
C 1.34 -0.35 -0.16 -0.3277
N 1.44 -1.62 0.04 0.2217
O -2.03 1.51 0.56 -0.0293
P -2.35 -1.18 0.32 0.8948
H 0.24 1.19 -1.02 0.0763
H -1.98 0.63 -1.35 0.0568
H -0.34 -0.45 -1.45 0.0459
H 2.86 0.97 -0.42 0.1227
H 2.78 0.11 1.17 0.0720
H 1.86 1.35 0.74 0.0485
H 0.73 -2.33 -0.27 0.1681
H -1.58 2.36 0.29 0.1572
H 2.24 -2.01 0.47 0.1312
H -2.20 -0.79 1.57 -0.1301
H -3.66 -0.66 0.22 -0.0690
```

Values from the calculation:
- Total charge: +1
- Orbital gap: 8.88 eV
- LUMO energy: -4.4 eV

Which is the most stable structure? version 2 is the most stable.

Version 1
A 2-piece molecular cluster, C9H11O3 overall, computed with ωB97M-V/def2-TZVPD.

XYZ file:
```
23
Properties=species:S:1:pos:R:3:lowdin_charge:R:1
C -2.18 -1.68 1.15 0.0000
C -2.99 -0.45 1.47 -0.6083
O -2.31 0.65 1.75 0.0250
O -4.20 -0.44 1.61 0.0431
H -1.16 -1.34 0.97 0.0507
H -2.49 -2.12 0.20 0.0854
H -2.38 -2.37 1.97 0.0833
C 4.32 -0.22 -1.14 -0.1045
C 0.68 0.53 -1.86 -0.0436
C 2.02 0.32 -2.09 -0.0977
C 0.10 0.53 -0.54 -0.4493
C 2.85 0.05 -1.00 -0.3433
C 0.94 0.22 0.57 -0.0397
C 2.32 0.15 0.28 -0.0863
O -1.17 0.72 -0.46 -0.1402
H 0.02 0.46 -2.71 0.0907
H 2.32 0.53 -3.10 0.0934
H -1.63 0.98 1.08 0.0728
H 0.58 0.15 1.58 0.0853
H 4.48 -0.10 -2.24 0.0653
H 4.79 -1.21 -1.00 0.0614
H 2.88 -0.21 1.14 0.0948
H 4.99 0.51 -0.68 0.0618
```

Values from the calculation:
- Total charge: -1
- Orbital gap: 7.03 eV
- LUMO energy: 3.6 eV

Version 2
A 2-piece molecular cluster, C9H11O3 overall, computed with ωB97M-V/def2-TZVPD.

XYZ file:
```
23
Properties=species:S:1:pos:R:3:lowdin_charge:R:1
C 0.38 1.94 -2.08 -0.0490
C 0.53 0.56 1.42 0.0087
C -0.41 1.41 2.06 -0.3158
C 0.54 0.59 0.06 -0.0519
C -0.14 1.58 -0.70 -0.2791
C -1.31 2.21 1.38 -0.0259
C -1.10 2.26 -0.01 -0.0777
O -0.40 1.44 3.45 -0.0130
H 1.12 -0.11 2.04 0.1241
H 1.14 -0.13 -0.49 0.1134
H -2.06 2.81 1.86 0.1045
H -1.23 1.11 3.86 0.1146
H -0.09 2.79 -2.55 0.0663
H 0.16 1.12 -2.76 0.0795
H -1.75 2.99 -0.51 0.1055
H 1.44 2.16 -1.93 0.0790
C 0.28 -3.07 -1.20 -0.0594
C 0.73 -4.12 -0.06 -0.7961
O -0.02 -5.13 -0.03 -0.1237
O 1.72 -3.79 0.60 -0.1035
H -0.55 -3.56 -1.71 0.0375
H 1.08 -2.96 -1.92 0.0397
H -0.06 -2.12 -0.78 0.0222
```

Values from the calculation:
- Total charge: -1
- Orbital gap: 6.58 eV
- LUMO energy: 2.8 eV

Which is the most stable structure? version 1 is the most stable.

Version 1
A 2-piece molecular cluster, C9H11O3 overall, computed with ωB97M-V/def2-TZVPD.

XYZ file:
```
23
Properties=species:S:1:pos:R:3:lowdin_charge:R:1
C 2.45 -2.54 0.67 -0.1012
C -1.28 -2.09 0.68 -0.0511
C -0.02 -2.61 0.57 -0.1209
C -1.36 -0.65 0.63 -0.5331
C 1.10 -1.80 0.60 -0.3561
C -0.15 0.20 0.76 -0.0712
C 1.05 -0.43 0.59 -0.1263
O -2.39 -0.01 0.70 -0.0870
H -2.19 -2.73 0.80 0.0981
H 0.13 -3.71 0.38 0.1126
H -0.44 1.14 -1.47 0.1610
H -0.31 1.21 0.84 0.0353
H 2.42 -3.20 1.51 0.0383
H 3.40 -1.86 0.69 0.0919
H 2.06 0.09 0.49 0.1193
H 2.65 -3.25 -0.11 0.0352
C -1.36 3.33 -0.62 0.0147
C -0.44 3.14 -1.83 -0.5474
O 0.02 3.89 -2.64 0.0740
O -0.40 1.85 -2.29 0.0120
H -1.13 2.70 0.21 0.0443
H -2.36 3.01 -0.88 0.0936
H -1.45 4.33 -0.28 0.0639
```

Values from the calculation:
- Total charge: -1
- Orbital gap: 6.30 eV
- LUMO energy: 3.5 eV

Version 2
A 2-piece molecular cluster, C9H11O3 overall, computed with ωB97M-V/def2-TZVPD.

XYZ file:
```
23
Properties=species:S:1:pos:R:3:lowdin_charge:R:1
C 2.30 -1.61 -1.25 -0.0397
C 3.29 -0.40 -1.27 -0.8094
O 4.02 -0.37 -2.24 -0.0579
O 3.23 0.47 -0.37 -0.1081
H 2.09 -2.00 -0.28 0.0422
H 2.62 -2.44 -1.91 0.0602
H 1.41 -1.21 -1.72 0.0521
C 0.82 1.64 -0.15 -0.0779
C -2.65 -0.43 1.21 -0.3665
C -2.60 0.11 -0.13 -0.0106
C -1.60 -0.27 2.06 -0.0332
C -1.44 0.76 -0.54 -0.0374
C -0.44 0.42 1.56 -0.0424
C -0.33 0.88 0.30 -0.3313
O -3.81 -1.00 1.49 0.0302
H -4.59 -0.93 0.91 0.1188
H -3.43 0.17 -0.63 0.0369
H -1.72 -0.63 3.03 0.0838
H -1.24 0.98 -1.65 0.1383
H 0.33 0.59 2.50 0.1675
H 0.73 2.14 -1.08 0.0670
H 1.64 0.87 -0.37 0.0583
H 1.34 2.24 0.51 0.0591
```

Values from the calculation:
- Total charge: -1
- Orbital gap: 6.63 eV
- LUMO energy: 2.7 eV

Which is the most stable structure? version 1 is the most stable.

Version 1
A 2-piece molecular cluster, C3H3BrO2 overall, computed with ωB97M-V/def2-TZVPD.

XYZ file:
```
9
Properties=species:S:1:pos:R:3:lowdin_charge:R:1
C 1.29 -1.36 0.06 -0.2788
C -0.55 0.63 -0.24 -0.0080
C 0.13 -0.57 0.16 -0.2113
O 2.02 -1.39 -0.90 0.0383
O -0.79 -0.13 0.96 0.0613
Br 2.14 -0.01 3.79 0.0467
H 1.63 -1.97 0.86 0.0948
H -0.02 1.49 -0.02 0.0934
H -1.49 0.52 -0.94 0.1635
```

Values from the calculation:
- Total charge: 0
- Orbital gap (spin up / spin down): 9.17 / 4.68 eV
- LUMO energy (spin up / spin down): -0.7 / -3.9 eV

Version 2
C3H3BrO2 as an isolated structure, computed with ωB97M-V/def2-TZVPD.

XYZ file:
```
9
Properties=species:S:1:pos:R:3:lowdin_charge:R:1
C 1.59 -1.73 0.34 0.0236
C 0.57 -1.07 0.20 -0.0075
C -0.70 0.35 0.07 -0.9709
O -0.19 1.11 -0.89 -0.0148
O -0.63 1.10 1.18 -0.0114
Br -2.54 -0.29 -0.16 0.7291
H 2.50 -2.17 0.16 -0.0172
H -0.27 0.73 -1.80 0.1508
H -0.33 1.97 0.91 0.1183
```

Values from the calculation:
- Total charge: 0
- Orbital gap: 10.59 eV
- LUMO energy: 0.4 eV

Version 3
A 2-piece molecular cluster, C3H3BrO2 overall, computed with ωB97M-V/def2-TZVPD.

XYZ file:
```
9
Properties=species:S:1:pos:R:3:lowdin_charge:R:1
C 0.21 1.64 -0.08 -0.0471
C -0.91 -1.62 0.14 -0.6004
C 0.95 0.60 0.00 -0.6276
O -1.35 -1.07 1.08 0.0380
O 0.02 -1.29 -0.68 -0.0613
Br 2.64 0.09 0.24 0.8985
H 0.76 2.66 -0.14 0.1242
H -0.84 1.64 -0.50 0.1141
H -1.49 -2.64 -0.07 0.1617
```

Values from the calculation:
- Total charge: 0
- Orbital gap: 7.92 eV
- LUMO energy: -1.6 eV

Which is the most stable structure? version 2 is the most stable.

Version 1
A 2-piece molecular cluster, C3H8NO overall, computed with ωB97M-V/def2-TZVPD.

XYZ file:
```
13
Properties=species:S:1:pos:R:3:lowdin_charge:R:1
C 1.16 0.63 -1.14 -0.1227
C -0.26 1.06 -1.30 -0.1338
C -0.31 -1.35 1.37 0.0925
N 0.22 0.56 -0.11 -0.0683
O -1.27 -0.92 2.06 0.1395
H 1.37 -0.39 -1.61 0.1399
H 2.01 1.23 -1.15 0.0963
H -0.41 2.17 -1.45 0.1406
H -1.01 0.49 -1.78 0.1033
H -0.21 -1.98 0.51 0.1218
H 0.63 -1.24 1.96 0.1433
H 0.28 1.00 0.80 0.1350
H -2.21 -1.24 1.86 0.2125
```

Values from the calculation:
- Total charge: +1
- Orbital gap: 8.75 eV
- LUMO energy: -5.5 eV

Version 2
A 2-piece molecular cluster, C3H8NO overall, computed with ωB97M-V/def2-TZVPD.

XYZ file:
```
13
Properties=species:S:1:pos:R:3:lowdin_charge:R:1
C -1.21 1.38 0.06 -0.0729
C -1.49 0.02 0.03 -0.2667
C -2.06 -1.15 -0.12 0.1134
N 2.45 -0.18 -0.07 0.3335
O -0.15 0.46 0.29 -0.0693
H -1.12 1.77 -0.88 0.1020
H -1.42 2.02 0.92 0.1462
H -1.35 -1.93 -0.27 0.0599
H 3.34 -0.27 -0.44 0.1295
H -3.10 -1.39 0.03 0.0821
H 1.79 0.60 -0.06 0.1309
H 2.39 -0.38 0.94 0.1734
H 1.92 -0.95 -0.44 0.1380
```

Values from the calculation:
- Total charge: +1
- Orbital gap: 9.38 eV
- LUMO energy: -3.9 eV

Version 3
An isolated ion of composition C3H8NO and charge +1, computed with ωB97M-V/def2-TZVPD.

XYZ file:
```
13
Properties=species:S:1:pos:R:3:lowdin_charge:R:1
C 0.74 1.18 0.22 -0.0120
C 0.29 -0.28 0.25 -0.2717
N -0.19 -0.65 -1.17 0.2252
C -0.89 -0.51 1.15 -0.1960
O -1.99 -0.65 0.71 0.1120
H -0.12 1.80 -0.06 0.1085
H 1.10 1.50 1.19 0.1026
H 1.54 1.31 -0.49 0.0951
H 1.08 -1.00 0.43 0.1624
H -1.03 -0.12 -1.43 0.1706
H 0.59 -0.45 -1.80 0.1720
H -0.41 -1.64 -1.23 0.1781
H -0.70 -0.48 2.24 0.1533
```

Values from the calculation:
- SMILES: C[C@H]([NH3+])C=O
- Total charge: +1
- Orbital gap: 11.42 eV
- LUMO energy: -3.8 eV

Version 4
A 2-piece molecular cluster, C3H8NO overall, computed with ωB97M-V/def2-TZVPD.

XYZ file:
```
13
Properties=species:S:1:pos:R:3:lowdin_charge:R:1
C 1.49 -0.33 -0.01 -0.1404
C 1.80 0.00 1.23 0.1097
C -0.40 -0.89 -1.44 0.2003
N 0.26 -0.11 -0.69 0.0483
H 2.11 -1.08 -0.51 0.1330
H 1.02 0.37 1.88 0.0833
H 2.75 -0.19 1.69 0.0910
H -1.34 -0.56 -1.84 0.1286
H 0.01 -1.85 -1.72 0.1335
H -0.11 0.79 -0.37 0.1601
H -1.96 1.26 1.47 0.0462
H -3.15 1.38 0.73 0.0613
O -2.29 0.95 0.62 -0.0548
```

Values from the calculation:
- Total charge: +1
- Orbital gap: 9.81 eV
- LUMO energy: -5.4 eV

Which is the most stable structure? version 3 is the most stable.

Version 1
An isolated ion of composition C6H12N3O and charge +1, computed with ωB97M-V/def2-TZVPD.

XYZ file:
```
22
Properties=species:S:1:pos:R:3:lowdin_charge:R:1
H 0.63 -3.50 -1.56 0.0683
N 0.97 -2.66 -1.19 0.1994
C 0.95 -2.50 0.01 -0.2493
N 1.52 -1.38 0.66 -0.1251
O 2.23 -1.73 1.74 0.0837
C 1.49 -0.03 0.61 -0.0019
C 0.58 0.90 0.27 -0.0243
C -0.75 0.73 -0.18 -0.2318
C -1.41 -0.57 -0.11 0.0059
N -1.46 1.74 -0.68 0.0502
C -1.11 3.16 -0.56 -0.0103
H 0.57 -3.17 0.86 0.1784
H 2.75 -2.44 1.52 0.0809
H 2.24 0.41 1.35 0.1812
H 1.03 1.85 0.12 0.1012
H -2.47 -0.49 -0.30 0.0990
H -1.26 -1.10 0.79 0.0984
H -1.12 -1.26 -0.85 0.0666
H -2.44 1.63 -0.75 0.1360
H -0.32 3.31 0.27 0.1275
H -0.59 3.39 -1.42 0.0643
H -2.03 3.73 -0.59 0.1016
```

Values from the calculation:
- SMILES: [H]/N=C/N(O)/C=C\C(C)=[NH+]/C
- Total charge: +1
- Orbital gap: 8.38 eV
- LUMO energy: -4.4 eV

Version 2
A 2-piece molecular cluster, C6H12N3O overall, computed with ωB97M-V/def2-TZVPD.

XYZ file:
```
22
Properties=species:S:1:pos:R:3:lowdin_charge:R:1
C -0.84 -1.82 -0.64 -0.1158
C -2.33 0.73 0.52 -0.0022
C -2.02 -1.91 0.21 -0.1282
C -2.70 -0.56 -0.13 -0.1540
C 0.20 0.15 0.28 -0.1306
C 2.24 0.33 1.46 -0.0619
N 0.05 -0.94 -0.38 0.1410
N -2.78 1.66 1.16 0.2631
N 3.24 1.52 -1.88 0.0061
O 1.02 0.80 0.97 -0.0178
H -0.82 -2.13 -1.69 0.1445
H -2.72 -2.70 -0.13 0.1399
H -2.01 -1.90 1.26 0.1189
H -3.74 -0.74 0.22 0.1557
H -2.76 -0.37 -1.23 0.1584
H 2.20 -0.75 1.75 0.1080
H 2.32 0.85 2.45 0.1164
H 3.18 0.41 0.80 0.1161
H -2.44 2.56 1.36 0.1034
H 4.12 1.39 -1.36 0.0215
H 3.24 2.43 -2.19 -0.0332
H 3.33 0.99 -2.80 0.0506
```

Values from the calculation:
- Total charge: +1
- Orbital gap (spin up / spin down): 7.41 / 7.41 eV
- LUMO energy (spin up / spin down): -4.6 / -4.6 eV

Which is the most stable structure? version 1 is the most stable.